Record 1
C11H13B3Cl6FNO3 | wB97M-V/def2-TZVPD

Last column: Mulliken charge in e.
CARTESIAN COORDINATES (ANGSTROEM)
C: -1.6858 1.4270 3.0561  -0.994
C: -2.8173 1.7764 2.0829  0.215
Cl: -3.6922 3.2571 2.6416  -0.193
C: -2.3386 1.9569 0.6495  -0.130
Cl: -1.3505 3.4191 0.4336  -0.155
B: -1.5439 0.6635 0.2057  -0.128
O: -2.0428 -0.5896 0.5098  -0.446
B: -1.0487 -1.5400 0.6896  0.594
C: -1.2913 -3.0754 0.5032  -0.576
C: 0.0040 -3.8218 0.2317  -0.326
F: 0.4734 -3.4541 -1.0425  -0.286
O: 0.2176 -1.0502 0.9950  -0.256
B: 0.6415 -0.0488 0.1298  0.178
C: 2.1680 0.1770 -0.1268  0.658
C: 2.7653 -0.1126 -1.3498  -0.469
C: 4.1308 0.0780 -1.4958  -0.465
C: 4.8512 0.5597 -0.4178  -0.422
C: 4.1726 0.8331 0.7623  -0.346
N: 2.8683 0.6398 0.9189  -0.382
O: -0.3436 0.7111 -0.4744  -0.132
H: -1.7973 0.4027 3.4170  0.197
H: -0.7025 1.5568 2.5997  0.196
H: -1.7201 2.0731 3.9319  0.466
H: -3.6031 1.0233 2.0934  0.316
H: -3.2151 2.0561 0.0006  0.448
H: -1.9770 -3.2351 -0.3322  0.287
H: -1.7416 -3.4787 1.4178  0.373
H: -0.1415 -4.9044 0.2343  0.341
H: 0.7810 -3.5676 0.9542  0.212
H: 2.1845 -0.4926 -2.1811  0.115
H: 4.6300 -0.1538 -2.4286  0.433
H: 5.9188 0.7310 -0.4772  0.370
H: 4.7126 1.2190 1.6214  0.381
Cl: -0.4378 -0.3257 -3.4387  -0.072
C: -1.4879 0.9983 -3.9529  0.299
Cl: -3.1557 0.6108 -3.4998  -0.116
Cl: -1.0033 2.4917 -3.1582  -0.077
Cl: -1.3818 1.1887 -5.7043  -0.110

Values from the calculation:
- Multiplicity: 1
- E_LUMO: 0.25 eV
- E_HOMO: -9.8 eV
- SMILES string: C[C@@H](Cl)[C@@H](Cl)B1OB(CCF)OB(c2ccccn2)O1.ClC(Cl)(Cl)Cl
- Kohn-Sham gap: 10.0 eV
- Charge: 0

***

Record 2
C34H94N8O9 | wB97M-V/def2-TZVPD

Last column: Mulliken charge in e.
CARTESIAN COORDINATES (ANGSTROEM)
C: -15.5226 -9.7358 16.9168  -0.958
O: -15.8540 -11.1368 16.9849  0.249
C: -17.2655 -11.3489 16.8628  -0.693
C: -17.5158 -12.8274 17.0064  0.112
C: -16.6389 -13.8285 16.2023  -0.567
N: -18.8869 -13.1065 16.5843  -0.698
H: -14.4461 -9.6569 16.7650  -0.359
H: -15.7296 -9.3438 17.9126  0.667
H: -16.1870 -9.2982 16.1717  0.530
H: -17.8151 -10.7444 17.5844  0.317
H: -17.5391 -11.0795 15.8427  0.285
H: -17.2835 -12.9785 18.0606  0.314
H: -16.6657 -13.5511 15.1486  0.113
H: -17.0291 -14.8459 16.1739  0.532
H: -15.6237 -13.8254 16.5990  -0.286
H: -18.8411 -12.8377 15.6118  0.295
H: -19.5963 -12.5325 17.0172  0.298
C: -8.5766 -8.9510 22.6082  -0.778
O: -7.7942 -9.5573 21.6718  -0.410
C: -8.1664 -9.1023 20.3860  -0.643
C: -7.3551 -9.7468 19.2848  0.228
C: -7.9025 -9.2430 17.9270  -0.870
N: -7.5636 -11.2547 19.2434  -0.711
H: -8.2944 -7.8996 22.6649  0.324
H: -8.4702 -9.3750 23.6067  0.308
H: -9.6534 -9.0476 22.4699  0.295
H: -9.2323 -9.2828 20.2471  0.242
H: -7.9784 -8.0286 20.3877  0.570
H: -6.2814 -9.6016 19.4044  0.448
H: -7.8759 -8.1538 17.9588  0.372
H: -8.8555 -9.7271 17.7139  -0.070
H: -7.3232 -9.6598 17.1032  0.384
H: -8.5693 -11.3023 19.1623  0.033
H: -7.4184 -11.5926 20.1841  0.354
C: -15.5294 -6.6836 19.2078  -0.780
O: -14.2946 -7.3317 19.4180  -0.380
C: -13.2097 -6.7241 18.6374  -0.844
C: -11.9140 -7.2873 19.1727  0.297
C: -10.7220 -6.9502 18.3942  -0.628
N: -11.9698 -8.7511 19.0329  -0.483
H: -16.3307 -7.0440 19.8529  0.230
H: -15.7931 -6.8530 18.1638  0.324
H: -15.3849 -5.6213 19.4046  0.307
H: -13.4504 -6.9238 17.5932  0.185
H: -13.1718 -5.6624 18.8812  0.545
H: -11.8194 -7.1552 20.2506  0.397
H: -9.9035 -7.3172 19.0135  -0.105
H: -10.7586 -5.8628 18.3283  0.525
H: -10.7548 -7.3111 17.3662  0.052
H: -11.8592 -8.9030 18.0405  -0.193
H: -12.9599 -8.8844 19.1812  0.398
C: -13.8644 -12.7495 19.3238  -0.552
O: -12.6682 -12.9945 18.6732  -0.426
C: -12.7070 -12.8898 17.2479  1.277
C: -11.3426 -13.2944 16.6251  0.583
C: -11.1110 -14.7476 16.7975  -1.733
N: -10.1659 -12.5150 17.1956  -0.569
H: -14.4315 -11.8786 18.9948  0.023
H: -13.7411 -12.6626 20.4033  0.351
H: -14.5402 -13.5691 19.0794  0.275
H: -13.5308 -13.4546 16.8114  -0.487
H: -13.0148 -11.8539 17.1055  -0.460
H: -11.3445 -13.0487 15.5632  0.099
H: -11.8768 -15.2809 16.2342  0.328
H: -11.2083 -15.0844 17.8296  0.348
H: -10.1385 -15.1018 16.4557  0.433
H: -10.2888 -12.2732 18.1685  0.205
H: -9.3017 -13.0367 17.1636  0.280
C: -12.8381 -5.4784 13.3526  -0.869
O: -11.9106 -5.8407 12.3886  -0.069
C: -12.5935 -6.1942 11.1537  -0.807
C: -11.5525 -6.8480 10.2244  1.026
C: -10.2936 -5.9627 9.8816  -1.297
N: -12.2643 -7.2166 9.0398  -0.932
H: -12.3911 -4.9731 14.2087  0.227
H: -13.2978 -6.3900 13.7344  0.247
H: -13.4663 -4.7400 12.8545  0.368
H: -13.3461 -6.9720 11.2835  0.159
H: -13.1808 -5.3976 10.6969  0.339
H: -11.1719 -7.7703 10.6634  0.158
H: -10.6484 -5.0114 9.4852  0.362
H: -9.7340 -6.3590 9.0343  0.475
H: -9.7091 -5.7774 10.7828  0.069
H: -11.6157 -7.6910 8.4280  0.283
H: -12.9069 -7.9832 9.1792  0.211
C: -15.2374 -10.6613 13.5446  -0.712
O: -14.7630 -10.0055 12.3019  0.023
C: -15.6289 -10.2570 11.1988  -0.707
C: -15.1043 -9.4345 10.0117  0.707
C: -15.7763 -9.7165 8.6688  -1.774
N: -13.6508 -9.7781 9.8873  -0.252
H: -15.4037 -11.7386 13.5436  0.327
H: -16.1878 -10.2419 13.8747  0.463
H: -14.5342 -10.4782 14.3571  -0.313
H: -15.5849 -11.3151 10.9407  0.145
H: -16.6507 -9.9661 11.4425  0.529
H: -15.0721 -8.3552 10.1605  0.247
H: -15.7872 -10.7766 8.4153  0.303
H: -15.3151 -9.1992 7.8275  0.412
H: -16.7916 -9.3211 8.6970  0.442
H: -13.3857 -10.0838 10.8127  -0.267
H: -13.5651 -10.6826 9.4461  0.424
C: -7.5847 -3.6506 11.9736  -0.643
O: -7.1987 -4.9074 12.4199  -0.358
C: -7.8061 -5.3204 13.5960  -0.522
C: -7.3711 -6.7907 13.9298  0.539
C: -8.2031 -7.4204 15.0633  -0.870
N: -5.9532 -6.6776 14.3304  -0.752
H: -7.4865 -2.8792 12.7375  0.314
H: -8.5892 -3.7474 11.5618  0.179
H: -6.8675 -3.3035 11.2299  0.255
H: -7.4574 -4.6838 14.4092  0.413
H: -8.8902 -5.3080 13.4836  0.181
H: -7.5550 -7.4208 13.0596  0.221
H: -7.7645 -8.3756 15.3518  0.254
H: -9.2146 -7.7296 14.8000  -0.156
H: -8.3500 -6.7384 15.9008  0.343
H: -5.4011 -6.5214 13.4992  0.256
H: -5.5674 -7.5610 14.6318  0.241
C: -13.8378 -14.7521 13.6211  -0.352
O: -12.8515 -14.2747 12.7442  -0.391
C: -13.4527 -13.7822 11.4901  -0.172
C: -12.3732 -13.3509 10.4173  0.441
C: -11.2163 -12.4321 10.9277  -1.261
N: -13.0800 -12.6684 9.3094  -0.581
H: -13.2006 -15.1622 14.4046  -0.025
H: -14.3252 -15.6161 13.1696  0.435
H: -14.5371 -13.9861 13.9561  0.089
H: -14.2628 -14.3978 11.0991  0.469
H: -13.9505 -12.8857 11.8598  -0.344
H: -12.0191 -14.3205 10.0672  0.357
H: -10.7352 -11.8506 10.1412  0.450
H: -10.4524 -13.0487 11.4014  0.375
H: -11.5972 -11.7410 11.6797  0.060
H: -12.4048 -12.4351 8.5954  0.257
H: -13.8183 -13.2387 8.9224  0.204
C: -12.1387 -8.5970 14.4220  -0.961
C: -11.4354 -9.9205 14.8489  -0.115
O: -11.2211 -9.9571 16.2441  0.394
H: -11.5317 -7.7058 14.5812  0.481
H: -13.0328 -8.4126 15.0175  0.315
H: -12.3095 -8.5453 13.3467  -0.096
H: -10.4805 -9.9840 14.3271  0.439
H: -11.9816 -10.7850 14.4715  0.117
H: -10.9482 -10.8182 16.5690  -0.478

Values from the calculation:
- Multiplicity: 1
- E_LUMO: 0.45 eV
- Energy above the lowest of the compared OMol25 structures with the same formula, charge and spin: 358.7 kJ/mol
- E_HOMO: -8.5 eV
- SMILES string: COC[C@H](C)N.COC[C@H](C)N.COC[C@H](C)N.COC[C@H](C)N.COC[C@H](C)N.COC[C@H](C)N.COC[C@H](C)N.COC[C@H](C)N.CCO
- Kohn-Sham gap: 9.0 eV
- Charge: 0